(1)
105
Properties=species:S:1:pos:R:3:mulliken_charge:R:1 method="wB97M-V/def2-TZVPD" total_charge=-1 e_lumo_ev="0.2 / 0.3" spin_multiplicity=1 orbital_gap_ha="0.2059 / 0.2090"
Rb 1.263 0.629 0.746 0.18
C 2.364 -0.631 4.503 -0.80
C 3.108 -1.179 3.291 -1.01
N 2.219 -1.780 2.309 0.81
C 1.805 -3.123 2.632 -0.83
C 0.569 -3.269 3.529 -0.95
S -0.675 -1.962 3.397 0.23
C -0.573 -0.959 4.896 -1.42
C 0.133 0.380 4.711 -0.49
N 1.370 0.290 3.977 0.99
H 3.068 -0.155 5.183 0.45
H 1.908 -1.442 5.085 0.23
H 3.866 -1.868 3.683 0.41
H 3.612 -0.310 2.837 0.33
H 2.700 -1.816 1.408 -0.05
H 2.609 -3.714 3.115 0.36
H 1.534 -3.625 1.702 0.17
H 0.840 -3.371 4.581 0.53
H 0.058 -4.188 3.245 0.57
H -0.157 -1.546 5.705 0.50
H -1.614 -0.741 5.179 0.46
H 0.256 0.778 5.732 0.25
H -0.534 1.045 4.175 0.29
H 1.776 1.210 4.006 -0.40
N 1.275 0.086 -4.403 0.12
C 1.126 0.066 -3.060 -1.38
N 0.937 1.106 -2.325 0.44
C 0.781 2.360 -2.935 0.15
N 0.353 3.398 -2.295 -0.89
N 0.269 3.186 -0.942 0.91
C -0.190 4.193 -0.331 -1.10
C -0.417 4.184 1.159 0.55
C -1.356 5.067 1.672 -0.35
C -1.483 5.254 3.037 -0.74
C -0.642 4.530 3.848 -1.02
C 0.266 3.648 3.289 -0.12
N 0.372 3.426 1.965 0.49
C 1.092 2.433 -4.384 0.64
C 1.225 3.640 -5.070 -0.55
C 1.762 3.643 -6.342 -0.76
C 2.182 2.459 -6.956 -0.44
C 1.988 1.259 -6.343 -1.12
C 1.445 1.281 -5.073 0.33
H 1.651 -0.764 -4.818 0.30
H 1.107 -0.895 -2.567 0.95
H -0.454 5.114 -0.877 0.34
H -1.983 5.615 0.973 0.47
H -2.196 5.943 3.430 0.48
H -0.650 4.687 4.919 0.50
H 0.957 3.128 3.945 0.11
H 0.930 4.531 -4.578 0.51
H 1.857 4.594 -6.854 0.38
H 2.641 2.534 -7.930 0.40
H 2.279 0.327 -6.788 0.46
O 4.303 -3.235 -4.113 -0.61
C 3.524 -4.245 -3.751 0.44
O 3.639 -5.346 -4.234 -0.63
C 2.508 -3.905 -2.714 -0.08
C 1.392 -4.656 -2.435 -0.21
Cl 1.046 -6.235 -2.979 -0.16
N 0.667 -3.974 -1.486 0.66
N 1.339 -2.878 -1.086 -0.02
C 2.434 -2.816 -1.816 0.39
C 3.392 -1.648 -1.631 0.55
O 3.824 -1.163 -2.714 -0.81
O 3.642 -1.279 -0.479 -0.73
C -0.617 -4.240 -0.938 -0.08
C -1.561 -5.003 -1.605 -0.57
C -2.801 -5.230 -1.023 -0.92
C -3.123 -4.680 0.215 -0.53
C -2.201 -3.855 0.854 -0.64
C -0.948 -3.670 0.285 0.77
H 4.129 -2.385 -3.581 0.42
H -1.347 -5.455 -2.571 0.40
H -3.520 -5.828 -1.572 0.35
H -4.068 -4.901 0.656 0.43
H -2.440 -3.327 1.767 0.41
H -0.240 -3.011 0.769 0.15
Se 2.847 2.981 5.936 -0.56
Sb 4.328 4.028 4.371 0.74
Se 6.736 3.874 4.513 -0.57
Se 3.483 6.439 4.299 -0.32
Se 3.723 3.230 2.035 -0.10
C -4.970 0.126 0.178 -1.02
N -4.006 1.132 0.591 0.21
C -4.038 2.219 -0.386 -0.90
N -3.815 1.779 -1.768 0.18
C -4.803 0.757 -2.079 -1.04
N -4.764 -0.393 -1.183 0.14
C -3.544 -1.170 -1.299 -0.75
P -2.013 -0.181 -0.902 1.15
C -2.649 0.567 0.687 -1.04
C -2.459 1.258 -1.991 -1.14
H -5.990 0.555 0.210 0.28
H -4.963 -0.714 0.895 0.32
H -3.305 2.982 -0.112 0.26
H -5.019 2.670 -0.332 0.32
H -4.695 0.400 -3.118 0.36
H -5.803 1.167 -1.975 0.38
H -3.473 -1.559 -2.324 0.43
H -3.639 -2.041 -0.654 0.19
H -1.979 1.376 1.044 0.40
H -2.692 -0.208 1.423 0.46
H -2.349 0.940 -3.037 0.52
H -1.748 2.068 -1.835 0.22


(2)
109
Properties=species:S:1:pos:R:3:mulliken_charge:R:1 method="wB97M-V/def2-TZVPD" total_charge=+2 e_lumo_ev=-6.9 spin_multiplicity=1 orbital_gap_ha=0.2465
Ti 0.602 0.631 -0.214 -2.11
C -0.072 -3.354 2.979 -0.69
O -0.879 -3.359 1.773 -0.45
C -0.552 -2.227 1.155 -0.49
N 0.445 -1.542 1.559 1.35
C 1.081 -2.426 2.598 1.22
C 1.752 -1.844 3.811 -1.56
C 1.732 -0.507 4.154 1.46
C 2.398 -0.055 5.289 -0.82
C 3.083 -0.950 6.093 -1.01
C 3.094 -2.301 5.765 -0.90
C 2.439 -2.742 4.629 -0.34
C -1.398 -1.880 0.004 0.19
C -2.388 -2.743 -0.451 -0.67
C -3.150 -2.370 -1.544 -1.02
C -2.953 -1.115 -2.105 -0.74
C -1.981 -0.312 -1.551 -0.20
N -1.167 -0.696 -0.556 1.01
C -1.780 1.088 -1.928 0.08
N -0.959 1.812 -1.269 0.88
C -1.079 3.197 -1.784 -0.51
C -1.958 2.993 -3.043 -0.72
O -2.458 1.618 -2.912 -0.52
C -1.708 4.126 -0.774 0.26
C -1.370 5.474 -0.797 -0.22
C -1.991 6.367 0.066 -0.73
C -2.954 5.915 0.957 -0.61
C -3.300 4.570 0.979 -0.70
C -2.681 3.679 0.115 -0.16
H 0.222 -4.375 3.201 0.37
H -0.678 -2.947 3.790 0.41
H 1.844 -2.997 2.059 -0.26
H 1.169 0.179 3.541 0.13
H 2.371 0.995 5.554 0.37
H 3.598 -0.602 6.978 0.45
H 3.618 -3.009 6.393 0.45
H 2.478 -3.795 4.369 0.49
H -2.536 -3.687 0.051 0.70
H -3.906 -3.036 -1.938 0.52
H -3.549 -0.749 -2.928 0.70
H -0.095 3.569 -2.067 0.75
H -1.397 3.040 -3.973 0.32
H -2.821 3.650 -3.072 0.46
H -0.618 5.831 -1.492 0.52
H -1.723 7.415 0.041 0.46
H -3.440 6.611 1.628 0.44
H -4.056 4.217 1.668 0.48
H -2.949 2.629 0.152 0.19
O 1.719 1.918 -1.175 -0.27
S 1.755 1.271 -2.560 1.45
O 1.424 2.145 -3.626 -0.70
O 0.836 0.119 -2.299 -0.08
C 3.359 0.626 -2.709 0.71
C 4.218 1.198 -3.630 -0.68
C 5.524 0.733 -3.698 -0.89
C 5.935 -0.274 -2.842 -0.81
C 5.054 -0.838 -1.921 -1.02
C 3.740 -0.404 -1.843 -0.54
P 2.568 -1.175 -0.658 3.35
C 3.656 -1.987 0.540 -0.17
C 4.080 -1.326 1.687 -0.22
C 4.985 -1.923 2.552 -0.57
C 5.473 -3.190 2.277 -0.94
C 5.060 -3.860 1.131 -0.92
C 4.160 -3.265 0.262 -0.10
C 1.824 -2.552 -1.597 0.64
C 1.277 -3.635 -0.906 -0.05
C 0.664 -4.673 -1.589 -0.81
C 0.596 -4.647 -2.975 -0.95
C 1.160 -3.588 -3.673 -0.90
C 1.771 -2.547 -2.990 -0.88
H 3.869 1.991 -4.277 0.66
H 6.213 1.163 -4.411 0.46
H 6.955 -0.632 -2.881 0.47
H 5.411 -1.617 -1.262 0.49
H 3.707 -0.344 1.916 0.29
H 5.295 -1.397 3.445 0.52
H 6.178 -3.658 2.951 0.45
H 5.447 -4.845 0.908 0.51
H 3.862 -3.791 -0.634 0.54
H 1.371 -3.700 0.169 0.29
H 0.260 -5.513 -1.039 0.54
H 0.127 -5.461 -3.511 0.44
H 1.136 -3.576 -4.754 0.52
H 2.218 -1.740 -3.554 0.39
C 1.453 4.715 1.079 -1.21
C 0.371 4.362 2.088 -0.43
C 0.498 3.004 2.869 2.93
C -0.705 2.926 3.822 -1.16
C -0.851 1.653 4.638 -1.02
C 1.836 3.059 3.596 -0.31
O 1.974 3.553 4.680 -0.57
N 2.938 2.620 2.860 0.36
C 2.906 1.932 1.663 -0.91
O 3.874 1.730 0.981 -0.58
N 1.647 1.388 1.361 1.40
C 0.527 1.889 1.879 0.60
O -0.509 1.368 1.357 -0.61
H 1.194 5.662 0.609 0.54
H 1.544 3.977 0.277 -0.04
H 2.433 4.845 1.538 0.39
H -0.605 4.342 1.605 -0.64
H 0.327 5.124 2.868 0.78
H -1.597 3.085 3.213 0.25
H -0.617 3.783 4.490 0.54
H -1.005 0.776 4.005 0.10
H -1.720 1.740 5.289 0.58
H 0.014 1.476 5.277 0.21
H 3.853 2.873 3.211 0.36


(3)
10
Properties=species:S:1:pos:R:3:nbo_charge:R:1 method="wB97M-V/def2-TZVPD" total_charge=-2 e_lumo_ev=7.1 spin_multiplicity=1 orbital_gap_ha=0.2565
C -0.463 -0.489 -3.000 0.49
O -0.494 -0.368 -4.223 -0.76
O -3.301 -0.039 -2.472 -1.16
O 0.508 -0.376 -2.238 -0.76
O -2.426 -2.412 -2.152 -1.16
O -1.433 -0.372 -0.434 -1.18
P 0.030 -0.746 -0.056 0.76
P -2.161 -0.955 -2.218 2.16
H -0.209 -0.615 1.412 -0.24
H 0.641 0.537 0.012 -0.15


(4)
19
Properties=species:S:1:pos:R:3:nbo_charge:R:1 method="wB97M-V/def2-TZVPD" total_charge=+1 e_lumo_ev=-9.7 spin_multiplicity=1 orbital_gap_ha=0.0812
N -0.414 -2.364 -1.667 -0.69
C -0.905 -2.532 -0.355 0.01
C -0.738 -3.972 0.030 -0.65
C -0.104 -1.693 0.752 -0.64
S -0.023 0.104 0.442 0.56
S 2.436 5.067 -0.933 -0.28
H -1.187 -2.633 -2.297 0.41
H 2.207 4.337 0.370 0.15
H -0.249 -1.377 -1.766 0.36
H -2.004 -2.122 -0.037 0.27
H -1.498 -4.628 -0.535 0.27
H -0.887 -4.080 1.150 0.24
H 0.345 -4.207 -0.139 0.24
H 0.936 -2.021 0.930 0.29
H -0.790 -1.876 1.598 0.31
H 3.016 3.858 -1.135 0.14
H -1.884 0.255 1.421 0.45
H -3.164 0.260 2.240 0.50
O -2.510 -0.346 1.894 -0.94


(5)
21
Properties=species:S:1:pos:R:3:nbo_charge:R:1 method="wB97M-V/def2-TZVPD" total_charge=+1 e_lumo_ev=-7.9 spin_multiplicity=1 orbital_gap_ha=0.2170
O -0.427 -0.438 1.185 -0.42
C -0.481 0.663 0.543 0.25
N 0.054 1.810 1.178 -0.51
C 0.558 1.533 2.509 -0.44
C 0.679 0.577 -0.684 -0.12
N 1.006 -0.676 -1.156 -0.42
C 0.151 -1.792 -1.038 -0.25
C -1.219 -1.672 -1.723 -0.61
H -0.663 2.532 1.242 0.41
H 1.483 0.999 2.446 0.23
H -0.167 0.939 3.088 0.23
H 0.836 2.454 3.011 0.23
H 1.590 1.058 -0.324 0.25
H 0.312 1.246 -1.452 0.29
H 1.757 -0.690 -1.836 0.44
H -1.436 0.975 0.082 0.21
H -0.030 -1.965 0.047 0.30
H 0.691 -2.665 -1.405 0.24
H -1.906 -2.459 -1.424 0.25
H -1.670 -0.698 -1.497 0.20
H -1.120 -1.729 -2.791 0.23


| no. | DFT total energy (Ha) |
| --- | --- |
| 1 | -13463.715542 |
| 2 | -4358.106827 |
| 3 | -1098.298790 |
| 4 | -1047.395023 |
| 5 | -382.621519 |